{
  "formula": "C13H40BN10O5P2",
  "method": "wB97M-V/def2-TZVPD",
  "multiplicity": 1,
  "total_charge": 1,
  "e_tot_ev": -58514.9522,
  "elements": ["O", "B", "O", "O", "N", "N", "N", "C", "N", "H", "H", "H", "H", "O", "P", "N", "C", "C", "N", "C", "C", "N", "C", "C", "H", "H", "H", "H", "H", "H", "H", "H", "H", "H", "H", "H", "H", "H", "H", "H", "H", "H", "O", "P", "N", "C", "C", "N", "C", "C", "N", "C", "C", "H", "H", "H", "H", "H", "H", "H", "H", "H", "H", "H", "H", "H", "H", "H", "H", "H", "H"],
  "coordinates": [[2.73180, -3.71718, 0.07526], [3.01389, -2.38233, 0.11590], [4.23339, -1.91485, 0.41544], [1.93002, -1.44765, -0.20418], [0.80586, -1.74790, 0.43533], [0.54578, -1.49224, 1.66800], [-0.66661, -1.96136, 1.90260], [-1.12834, -2.51289, 0.79625], [-0.19779, -2.38106, -0.15893], [2.66166, -4.08610, 0.96384], [4.24108, -1.24247, 1.10740], [-2.07426, -3.00415, 0.63871], [-0.16333, -2.65193, -1.13703], [-4.06809, -0.51179, 2.60980], [-4.47019, -0.19785, 4.01464], [-6.12821, 0.08037, 3.92879], [-6.85258, 0.84917, 4.92485], [-6.91254, -1.07706, 3.50328], [-3.64270, 1.33352, 4.16332], [-4.33405, 2.57103, 3.81786], [-2.33987, 1.29851, 3.50809], [-4.33214, -0.56079, 5.70055], [-3.59523, 0.31118, 6.61728], [-3.93265, -1.96419, 5.93638], [-7.03423, 0.28699, 5.84978], [-7.81851, 1.13714, 4.50664], [-6.34029, 1.76588, 5.18965], [-7.02776, -1.81627, 4.30825], [-6.43718, -1.56419, 2.65263], [-7.90615, -0.75766, 3.18788], [-4.88950, 2.50467, 2.87413], [-3.60366, 3.37655, 3.73049], [-5.01784, 2.88273, 4.60473], [-2.41851, 1.43628, 2.42271], [-1.84103, 0.34364, 3.68806], [-1.70162, 2.08683, 3.91533], [-2.53092, 0.39914, 6.38716], [-3.69749, -0.12095, 7.61599], [-4.03335, 1.30302, 6.64973], [-2.88341, -2.14607, 5.67703], [-4.55113, -2.63683, 5.33591], [-4.08099, -2.23047, 6.98225], [2.28936, 1.50634, -3.80341], [3.50780, 1.16902, -4.57383], [2.97612, 0.60715, -6.06553], [3.81864, -0.15566, -6.96879], [2.15802, 1.56489, -6.80871], [4.11407, -0.19731, -3.67613], [3.73130, -1.54527, -4.06829], [3.91373, -0.00999, -2.24836], [5.03422, 1.81105, -4.99901], [6.27899, 1.21873, -4.50770], [5.08034, 3.28043, -4.82948], [4.54526, 0.46959, -7.50347], [3.18438, -0.64677, -7.70886], [4.36882, -0.93777, -6.46064], [2.76622, 2.35812, -7.26386], [1.42464, 2.02742, -6.15024], [1.61451, 1.05132, -7.60233], [2.65730, -1.64343, -4.28155], [3.99059, -2.24092, -3.26508], [4.28833, -1.89017, -4.93467], [2.88347, -0.23301, -1.95157], [4.12738, 1.01757, -1.95151], [4.60001, -0.65540, -1.69645], [6.38797, 1.25461, -3.42047], [7.09997, 1.78405, -4.95335], [6.38076, 0.19056, -4.84044], [5.10116, 3.57551, -3.77514], [4.20360, 3.74021, -5.29073], [5.96168, 3.68873, -5.32214]],
  "lowdin_charge": [0.22, -0.73, 0.25, 0.18, -0.15, 0.19, 0.12, -0.03, 0.23, 0.14, 0.15, 0.16, 0.22, -0.32, 0.65, -0.31, -0.12, -0.13, -0.33, -0.12, -0.16, -0.29, -0.12, -0.13, 0.09, 0.09, 0.05, 0.08, 0.07, 0.08, 0.09, 0.08, 0.05, 0.08, 0.06, 0.08, 0.08, 0.09, 0.08, 0.08, 0.07, 0.08, -0.28, 0.61, -0.31, -0.12, -0.12, -0.31, -0.12, -0.15, -0.29, -0.12, -0.12, 0.09, 0.09, 0.05, 0.08, 0.07, 0.08, 0.09, 0.08, 0.06, 0.06, 0.09, 0.08, 0.08, 0.09, 0.07, 0.08, 0.08, 0.08]
}

=====

{
  "formula": "C13H40O7PS",
  "method": "wB97M-V/def2-TZVPD",
  "multiplicity": 1,
  "total_charge": -1,
  "e_tot_ev": -48583.2452,
  "elements": ["C", "O", "C", "C", "C", "C", "C", "C", "P", "S", "H", "H", "H", "H", "H", "H", "H", "H", "H", "H", "H", "H", "H", "H", "H", "H", "C", "O", "H", "H", "H", "H", "C", "O", "H", "H", "H", "H", "C", "O", "H", "H", "H", "H", "C", "O", "H", "H", "H", "H", "C", "O", "H", "H", "H", "H", "C", "O", "H", "H", "H", "H"],
  "coordinates": [[-1.87210, -1.60344, 3.28552], [-0.48033, -1.37354, 3.19738], [-0.14093, -0.33657, 2.26651], [-0.17426, -0.84156, 0.84469], [0.44292, 0.13763, -0.16933], [-0.49455, 0.32741, -1.36372], [-1.69755, 1.20099, -1.00443], [-2.91953, 1.10702, -1.91281], [-4.01521, -0.18060, -1.53258], [-3.38626, -2.06482, -1.30991], [-2.05572, -2.66338, 3.41341], [-2.40780, -1.29578, 2.39207], [-2.28462, -1.03442, 4.11925], [-0.87880, 0.45674, 2.39496], [0.84633, 0.02849, 2.52151], [-1.18852, -1.05368, 0.53852], [0.38148, -1.77182, 0.83516], [0.59329, 1.11936, 0.27624], [1.37492, -0.30447, -0.50469], [-0.77937, -0.62510, -1.79263], [0.07750, 0.86334, -2.12395], [-1.97130, 1.07473, 0.04219], [-1.33583, 2.22659, -1.07482], [-2.58595, 0.89104, -2.92820], [-4.81680, 0.15980, -0.42640], [-4.93658, -0.16710, -2.59871], [1.40384, 3.41232, -3.27971], [0.72909, 3.65728, -2.05387], [1.18446, 2.39165, -3.58175], [1.06033, 4.09779, -4.05993], [2.48479, 3.52415, -3.14729], [0.91897, 4.56099, -1.78415], [-3.69425, 3.10684, 1.92706], [-3.93895, 2.79828, 0.56500], [-2.94227, 2.40824, 2.28791], [-3.31001, 4.12687, 2.04289], [-4.59920, 2.99297, 2.53460], [-4.60325, 3.40829, 0.22993], [3.48323, -2.35084, 1.82271], [3.22251, -1.21136, 1.01119], [2.74498, -2.35968, 2.62054], [3.38825, -3.27349, 1.24389], [4.48438, -2.30168, 2.26225], [3.86856, -1.20039, 0.29585], [4.25141, 1.06853, -2.16239], [4.71950, 0.66317, -0.87362], [5.02040, 0.82045, -2.88961], [3.32872, 0.54178, -2.41461], [4.07137, 2.14383, -2.17839], [4.02928, 0.88210, -0.23493], [6.83104, -2.26532, -1.74729], [7.01512, -0.91814, -1.34299], [7.77977, -2.63032, -2.13527], [6.53333, -2.89672, -0.90381], [6.07669, -2.34337, -2.53695], [6.16885, -0.59495, -0.99929], [-5.92415, -2.98604, 2.28258], [-5.99669, -1.79640, 1.51805], [-6.66707, -2.91525, 3.07595], [-6.14551, -3.86459, 1.66876], [-4.93614, -3.10657, 2.73610], [-5.33583, -1.86725, 0.81537]],
  "lowdin_charge": [-0.12, -0.20, -0.23, -0.19, -0.20, -0.24, -0.35, -0.49, 0.24, -0.06, 0.08, 0.08, 0.08, 0.11, 0.11, 0.06, 0.11, 0.11, 0.08, 0.08, 0.08, 0.07, 0.07, 0.00, -0.06, -0.06, -0.16, -0.12, 0.07, 0.08, 0.06, 0.07, -0.16, -0.14, 0.06, 0.07, 0.07, 0.08, -0.14, -0.13, 0.08, 0.08, 0.07, 0.05, -0.11, -0.15, 0.08, 0.09, 0.07, 0.08, -0.17, -0.13, 0.07, 0.07, 0.08, 0.03, -0.18, -0.16, 0.07, 0.07, 0.06, -0.01]
}

=====

{
  "formula": "C13H41B2Cs2N5O4",
  "method": "wB97M-V/def2-TZVPD",
  "multiplicity": 1,
  "total_charge": 0,
  "e_tot_ev": -32226.9708,
  "elements": ["Cs", "Cs", "B", "H", "H", "H", "H", "B", "H", "H", "H", "H", "C", "C", "C", "C", "C", "C", "N", "O", "C", "C", "C", "H", "H", "H", "H", "H", "H", "H", "H", "H", "H", "H", "H", "H", "H", "H", "H", "H", "H", "H", "C", "O", "N", "N", "H", "H", "H", "H", "C", "O", "N", "N", "H", "H", "H", "H", "C", "C", "O", "H", "H", "H", "H", "H", "H"],
  "coordinates": [[-36.45409, -12.78625, 17.57570], [-41.44044, -17.05817, 18.08403], [-40.59568, -13.31232, 19.91007], [-39.77186, -13.66834, 19.31108], [-40.46109, -13.76544, 20.88003], [-40.52967, -12.24246, 20.03369], [-41.54691, -13.58427, 19.47945], [-36.92277, -17.77529, 18.19825], [-36.08926, -18.16694, 18.76050], [-37.25169, -18.53288, 17.50391], [-37.69351, -17.69191, 18.94874], [-36.76143, -16.91033, 17.57371], [-36.32888, -9.67006, 25.24843], [-37.44302, -10.67669, 25.50099], [-37.55908, -10.80507, 27.00583], [-38.31904, -9.66582, 27.70170], [-39.73721, -9.60275, 27.11592], [-39.65525, -9.22001, 25.61465], [-38.78416, -10.23817, 24.98126], [-38.66137, -10.11978, 23.56573], [-41.13019, -9.52821, 25.26697], [-39.36568, -7.74481, 25.31584], [-36.91062, -12.05572, 24.87037], [-35.37069, -10.07951, 25.56831], [-36.44875, -8.64595, 25.60189], [-36.23761, -9.45034, 24.18471], [-38.03671, -11.74580, 27.27966], [-36.60253, -10.89278, 27.52104], [-37.87261, -8.72793, 27.37133], [-38.35113, -9.82738, 28.77919], [-40.39650, -8.90177, 27.62784], [-40.22498, -10.55944, 27.30275], [-41.50679, -10.55020, 25.30981], [-41.85491, -8.91081, 25.79772], [-41.19648, -9.22422, 24.22231], [-39.60651, -7.52617, 24.27549], [-40.10352, -7.10956, 25.80586], [-38.33627, -7.40699, 25.43549], [-36.61911, -11.84693, 23.84103], [-37.63809, -12.86026, 24.97817], [-35.98750, -12.43394, 25.30957], [-38.84357, -11.00279, 23.23606], [-40.59064, -15.32946, 25.64189], [-40.40064, -15.74789, 26.77036], [-41.40084, -14.29950, 25.40174], [-40.21308, -15.95188, 24.54773], [-41.24860, -13.75548, 24.56450], [-41.77320, -13.86381, 26.23337], [-40.40205, -15.56463, 23.63427], [-39.46937, -16.63495, 24.56755], [-42.60251, -11.09742, 15.36957], [-41.40299, -11.00259, 15.31433], [-43.46084, -10.79438, 14.43507], [-43.36520, -11.51512, 16.31449], [-44.42828, -11.08414, 14.44939], [-43.07945, -10.41062, 13.58221], [-44.35492, -11.52395, 16.11332], [-42.80883, -11.70978, 17.13466], [-46.52223, -13.20893, 22.83897], [-45.23562, -13.41476, 21.97173], [-44.19023, -12.39091, 22.13428], [-46.40722, -13.86578, 23.70119], [-47.45793, -13.53871, 22.38751], [-46.52850, -12.16330, 23.14674], [-45.38232, -13.71764, 20.93498], [-44.74433, -14.32114, 22.32560], [-43.50569, -12.71000, 21.54166]],
  "lowdin_charge": [0.89, 0.87, -0.45, -0.12, -0.11, -0.09, -0.12, -0.43, -0.10, -0.11, -0.12, -0.12, -0.06, -0.47, -0.16, -0.16, -0.16, -0.49, -0.07, -0.02, -0.06, -0.02, -0.01, 0.09, 0.07, 0.08, 0.12, 0.12, 0.10, 0.11, 0.12, 0.11, 0.08, 0.08, 0.08, 0.08, 0.09, 0.07, 0.07, 0.08, 0.08, 0.10, -0.77, 0.02, 0.16, 0.16, 0.10, 0.11, 0.10, 0.12, -0.81, 0.06, 0.13, 0.16, 0.11, 0.12, 0.12, 0.13, -0.07, -0.28, -0.09, 0.06, 0.06, 0.07, 0.09, 0.09, 0.06]
}

=====

{
  "formula": "C13H44N4O9",
  "method": "wB97M-V/def2-TZVPD",
  "relative_energy_ev": 3.6384,
  "multiplicity": 1,
  "total_charge": 0,
  "smiles": "NC(N)=O.NC(N)=O.CCO.CCO.CCO.CCO.CO.CO.CO",
  "elements": ["C", "C", "O", "H", "H", "H", "H", "H", "H", "C", "C", "O", "H", "H", "H", "H", "H", "H", "C", "C", "O", "H", "H", "H", "H", "H", "H", "C", "C", "O", "H", "H", "H", "H", "H", "H", "C", "O", "N", "N", "H", "H", "H", "H", "C", "O", "N", "N", "H", "H", "H", "H", "C", "O", "H", "H", "H", "H", "C", "O", "H", "H", "H", "H", "C", "O", "H", "H", "H", "H"],
  "coordinates": [[1.27449, 1.10162, 3.57252], [0.15178, 0.27653, 4.30347], [0.37076, -1.09494, 4.00535], [1.11860, 0.92442, 2.50374], [2.27981, 1.00039, 3.90921], [1.13456, 2.21091, 3.71079], [-0.93005, 0.51480, 4.03614], [0.05391, 0.37063, 5.35492], [-0.54099, -1.41488, 3.84137], [0.12269, 1.64740, 0.11217], [-1.30919, 1.15928, 0.49836], [-1.76453, 0.25404, -0.39424], [0.67037, 0.76329, -0.10637], [0.59932, 2.35676, 0.81328], [0.20847, 2.25516, -0.72296], [-2.06891, 1.97557, 0.50247], [-1.33756, 0.73340, 1.50957], [-2.67673, 0.18342, -0.25390], [3.16491, -0.48215, 0.30171], [4.61064, -0.89559, 0.43556], [4.85117, -1.99510, -0.34803], [2.42736, -1.19195, 0.59998], [2.85468, -0.15836, -0.74179], [2.89849, 0.36399, 0.96261], [4.83113, -1.00520, 1.47483], [5.29017, -0.19873, 0.04996], [5.66472, -2.42560, -0.21478], [3.65312, 3.01406, -0.54594], [4.80713, 2.72729, -1.45150], [5.95153, 2.86439, -0.66708], [2.66589, 3.06142, -0.97965], [3.78056, 3.94874, 0.12470], [3.74292, 2.29235, 0.27809], [4.84417, 3.46390, -2.23557], [4.63756, 1.69335, -1.81344], [6.69515, 2.43617, -1.09957], [-3.09815, -1.08043, 3.09487], [-3.70595, -0.04410, 3.81209], [-2.39042, -1.95406, 3.69905], [-3.15964, -1.28223, 1.79703], [-2.53854, -1.79050, 4.74451], [-1.75333, -2.73431, 3.34199], [-3.83486, -0.78904, 1.21772], [-2.49200, -2.06627, 1.42304], [0.94616, -1.47831, -2.15923], [0.65778, -0.78748, -3.37792], [1.94748, -2.37377, -2.13555], [0.25969, -1.46418, -1.02890], [2.39153, -2.49704, -3.01614], [2.58007, -2.74000, -1.44435], [-0.40208, -0.64371, -0.87498], [0.56318, -1.98682, -0.19509], [-2.01421, 1.19438, -3.46874], [-2.24344, 1.35617, -4.83003], [-1.20586, 1.74120, -3.12513], [-2.11731, 0.16192, -3.07378], [-2.76335, 1.68666, -2.94416], [-1.55080, 1.86542, -5.25149], [-2.74999, -2.94800, -2.30466], [-3.38742, -3.61087, -3.42571], [-3.31171, -3.30425, -1.46064], [-2.82378, -1.85892, -2.18007], [-1.67926, -3.08725, -2.12067], [-4.06129, -4.24116, -3.14144], [-4.99251, 0.84683, -0.74339], [-4.97883, -0.09499, 0.23890], [-4.27754, 0.52485, -1.45978], [-4.63136, 1.87084, -0.39949], [-6.00441, 1.02830, -1.08230], [-5.90594, -0.14963, 0.54847]],
  "lowdin_charge": [-0.06, -0.29, -0.12, 0.03, 0.06, 0.09, 0.11, 0.09, 0.01, -0.04, -0.29, -0.10, 0.03, 0.09, 0.04, 0.13, 0.10, 0.02, -0.09, -0.32, -0.04, 0.05, 0.09, 0.06, 0.11, 0.09, 0.07, -0.10, -0.35, -0.07, 0.06, 0.11, 0.05, 0.11, 0.12, 0.09, -0.66, -0.14, 0.10, 0.16, 0.18, 0.17, 0.05, 0.17, -0.56, -0.15, 0.15, 0.14, 0.10, 0.09, 0.08, 0.12, -0.19, -0.08, 0.06, 0.07, 0.04, 0.08, -0.14, -0.11, 0.06, 0.05, 0.06, 0.07, -0.16, -0.13, 0.06, 0.11, 0.10, 0.13]
}